[1]
The following is a quantum chemistry calculation of the molecule C23H33NO5, from the OMol25 dataset.

CARTESIAN COORDINATES (ANGSTROEM)
C 1.871 -4.029 3.116
C 2.027 -3.287 1.790
O 0.795 -2.868 1.250
C 0.164 -1.780 1.785
C 0.665 -0.953 2.771
C -0.064 0.142 3.214
C -1.314 0.416 2.696
C -2.110 1.605 3.164
C -2.482 2.534 2.002
N -1.329 2.916 1.221
C -1.125 2.484 -0.042
O -1.932 1.816 -0.656
C 0.152 3.027 -0.673
C -0.151 4.412 -1.257
C 0.948 4.889 -2.155
C 1.878 4.093 -2.656
C 1.944 2.623 -2.382
C 0.631 2.099 -1.787
C 0.882 0.704 -1.243
O 1.132 0.458 -0.089
O 0.849 -0.186 -2.224
C 1.121 -1.568 -1.914
C 2.607 -1.764 -1.639
C 0.656 -2.374 -3.119
C -1.828 -0.418 1.707
C -1.106 -1.496 1.236
O -1.526 -2.342 0.254
C -2.733 -2.042 -0.418
C -2.957 -3.120 -1.468
H 1.436 -3.381 3.873
H 2.841 -4.376 3.461
H 1.215 -4.885 2.981
H 2.436 -3.968 1.036
H 2.715 -2.439 1.896
H 1.639 -1.129 3.198
H 0.360 0.780 3.976
H -3.034 1.273 3.645
H -1.529 2.162 3.903
H -3.164 2.036 1.311
H -2.969 3.437 2.390
H -0.566 3.347 1.717
H 0.937 3.102 0.084
H -0.307 5.134 -0.450
H -1.084 4.363 -1.829
H 0.939 5.943 -2.394
H 2.657 4.489 -3.293
H 2.169 2.083 -3.305
H 2.766 2.428 -1.683
H -0.132 2.036 -2.565
H 0.545 -1.842 -1.024
H 2.901 -1.190 -0.764
H 2.805 -2.815 -1.451
H 3.195 -1.436 -2.494
H 0.705 -3.434 -2.891
H 1.286 -2.162 -3.979
H -0.367 -2.107 -3.368
H -2.798 -0.199 1.294
H -2.664 -1.050 -0.886
H -3.571 -2.039 0.293
H -3.030 -4.092 -0.989
H -2.123 -3.141 -2.163
H -3.875 -2.919 -2.013

Summary:
Frontier orbital gap = 8.479 eV
Multiplicity = 1
Electronic energy = -36115.0934 eV
HOMO level = -7.647 eV
Structure (SMILES) = CCOc1ccc(CCNC(=O)[C@@H]2CC=CC[C@H]2C(=O)OC(C)C)cc1OCC
Total charge = 0

---

[2]
The following is a quantum chemistry calculation of a structure of composition C18H11BrIN3O6Ru, from the OMol25 dataset.

CARTESIAN COORDINATES (ANGSTROEM)
Ru -0.296 -1.043 -0.451
O -2.117 -2.019 3.196
C -1.419 -1.821 2.109
O -1.865 -1.296 1.090
C -0.007 -2.296 2.161
C 0.685 -2.857 3.213
C 2.029 -3.174 2.998
C 2.630 -2.933 1.771
C 1.866 -2.371 0.759
N 0.596 -2.082 0.992
C 2.324 -2.025 -0.651
O 3.448 -2.247 -0.995
O 1.358 -1.542 -1.420
H -3.020 -1.674 3.086
H 0.206 -3.037 4.164
H 2.604 -3.610 3.804
H 3.668 -3.166 1.575
I -5.350 0.241 -3.355
C -3.321 -0.169 -3.447
C -2.627 -0.147 -4.650
C -1.270 -0.426 -4.654
C -0.641 -0.723 -3.463
N -1.315 -0.741 -2.302
C -2.626 -0.462 -2.290
H -3.142 0.090 -5.572
H -0.702 -0.411 -5.573
H 0.413 -0.955 -3.403
H -3.110 -0.458 -1.322
Br 3.846 4.506 2.241
C 2.116 4.168 1.581
C 1.196 5.207 1.484
N -0.041 5.043 1.026
C -0.400 3.823 0.645
C 0.454 2.727 0.710
C 1.748 2.899 1.190
C -0.031 1.412 0.267
O -1.109 1.218 -0.312
O 0.720 0.374 0.492
H 1.476 6.209 1.788
H -1.409 3.699 0.271
H 2.438 2.069 1.247

Summary:
Frontier orbital gap (alpha / beta) = 7.274 / 7.122 eV
Multiplicity = 2
Electronic energy = -116319.8123 eV
HOMO level (alpha / beta) = -11.766 / -11.762 eV
Total charge = +1

---

[3]
The following is a quantum chemistry calculation of a cluster of 2 separate species, C2NO3S in total at a distorted geometry, from the OMol25 dataset.

CARTESIAN COORDINATES (ANGSTROEM)
C -1.178 1.710 0.176
C 0.722 -1.725 0.013
N -2.242 1.730 0.610
O 0.894 0.350 -0.705
O 0.284 -1.606 1.073
O 1.064 -2.199 -0.988
S 0.456 1.741 -0.179

Summary:
Frontier orbital gap = 6.973 eV
Multiplicity = 1
Electronic energy = -20542.9705 eV
HOMO level = -3.238 eV
Total charge = -1

---

[4]
The following is a quantum chemistry calculation of a structure of composition C23H27Br2CsN3O2 at a distorted geometry, from the OMol25 dataset.

CARTESIAN COORDINATES (ANGSTROEM)
Cs 0.150 0.284 0.009
C -1.654 4.125 -0.011
C -0.178 4.414 -0.010
C 0.291 5.732 -0.009
C 1.645 5.962 -0.009
C 2.541 4.876 -0.009
C 3.939 4.986 -0.009
Br 4.774 6.717 -0.009
C 4.762 3.880 -0.009
C 4.191 2.625 -0.010
Br 5.300 1.075 -0.010
C 2.799 2.375 -0.012
O 2.309 1.221 -0.014
C 1.968 3.570 -0.011
N 0.640 3.380 -0.012
H -2.235 5.047 -0.006
H -1.925 3.531 0.863
H -1.924 3.541 -0.891
H -0.407 6.559 -0.008
H 2.028 6.971 -0.008
H 5.838 3.993 -0.008
C -4.800 0.105 1.841
N -5.122 0.344 0.446
C -6.505 0.399 0.036
C -4.063 0.534 -0.379
C -4.324 0.731 -1.856
O -2.927 0.540 0.064
H -5.711 -0.001 2.423
H -4.208 0.936 2.232
H -4.196 -0.800 1.932
H -7.142 0.255 0.907
H -6.743 -0.385 -0.689
H -6.751 1.371 -0.402
H -5.372 0.761 -2.125
H -3.837 -0.085 -2.387
H -3.844 1.659 -2.163
C 4.081 -4.302 -1.167
N 3.734 -3.605 0.040
C 4.049 -4.303 1.255
C 2.488 -2.864 0.023
C 1.130 -3.556 0.003
C 0.997 -4.936 0.003
C -0.259 -5.524 -0.013
C -1.383 -4.725 -0.028
C -1.234 -3.344 -0.029
C 0.006 -2.700 -0.014
H 5.143 -4.560 -1.131
H 3.920 -3.634 -2.013
H 3.515 -5.229 -1.351
H 5.112 -4.561 1.247
H 3.479 -5.230 1.423
H 3.865 -3.635 2.096
H 2.540 -2.206 -0.853
H 2.515 -2.209 0.902
H 1.861 -5.589 0.016
H -0.351 -6.605 -0.013
H -2.374 -5.174 -0.040
H -2.144 -2.739 -0.041

Summary:
Frontier orbital gap = 4.738 eV
Multiplicity = 1
Electronic energy = -173487.4365 eV
HOMO level = -2.944 eV
Total charge = -1

---

[5]
The following is a quantum chemistry calculation of a structure of composition C5H12N2O at a distorted geometry, from the OMol25 dataset.

CARTESIAN COORDINATES (ANGSTROEM)
C -0.744 -0.917 0.318
C 0.785 1.005 -0.526
C -0.212 2.108 -0.433
C 0.485 -0.444 -0.471
N -0.593 -0.489 1.713
N -1.999 -0.438 -0.244
C 1.707 -1.244 -0.324
O 2.045 1.259 -0.450
H 2.494 0.130 -0.197
H -0.748 -2.011 0.202
H 0.182 -0.192 -1.582
H -2.264 0.439 0.191
H 0.344 -0.699 2.041
H -1.239 -0.999 2.308
H -2.744 -1.100 -0.067
H 0.239 3.028 -0.800
H -0.506 2.224 0.616
H -1.102 1.880 -1.014
H 1.503 -2.286 -0.094
H 2.369 -1.254 -1.188

Summary:
Frontier orbital gap = 8.344 eV
Multiplicity = 1
Electronic energy = -10404.0288 eV
HOMO level = -7.521 eV
Total charge = 0

---

[6]
The following is a quantum chemistry calculation of a cluster of 2 separate species, C8H4F3N2O6S2 in total, from the OMol25 dataset.

CARTESIAN COORDINATES (ANGSTROEM)
N -5.493 -0.354 0.578
C -4.723 -1.052 0.096
O -3.871 -1.862 -0.461
C -2.513 -1.482 -0.262
C -1.851 -1.949 0.805
N -2.392 -2.711 1.808
C -0.413 -1.571 0.965
O 0.201 -2.042 1.901
C 0.198 -0.674 -0.025
C -0.505 -0.232 -1.076
S 0.230 0.877 -2.237
C -1.932 -0.625 -1.296
O -2.574 -0.296 -2.268
H -1.682 -3.255 2.283
H -3.179 -3.267 1.505
H 1.223 -0.361 0.133
H 0.981 -0.007 -2.901
C 3.805 3.155 -0.539
F 4.777 2.618 -1.298
F 4.295 4.280 0.004
F 2.805 3.509 -1.364
S 3.229 1.977 0.755
O 4.434 1.724 1.511
O 2.751 0.869 -0.052
O 2.200 2.730 1.434

Summary:
Frontier orbital gap = 6.687 eV
Multiplicity = 1
Electronic energy = -53449.6388 eV
HOMO level = -6.136 eV
Total charge = -1

---

[7]
The following is a quantum chemistry calculation of the ion C3H8NO with charge +1 at a distorted geometry, from the OMol25 dataset.

CARTESIAN COORDINATES (ANGSTROEM)
C 0.774 -1.416 -0.066
C 0.065 -0.365 0.849
N 0.028 0.838 0.161
C -0.996 1.293 -0.653
O 1.264 1.791 0.393
H 0.115 -1.539 -1.058
H 1.854 -0.993 -0.364
H 0.817 -2.433 0.539
H 0.555 -0.397 1.817
H -0.907 -0.677 1.186
H -1.236 2.317 -0.602
H -1.817 0.672 -0.525
H -0.514 0.908 -1.678

Summary:
Frontier orbital gap (alpha / beta) = 8.361 / 8.360 eV
Multiplicity = 1
Electronic energy = -6764.4420 eV
HOMO level (alpha / beta) = -17.068 / -17.067 eV
Structure (SMILES) = CC[N+](C)=O
Total charge = +1

---

[8]
The following is a quantum chemistry calculation of the molecule C3H4N2O2 at a distorted geometry, from the OMol25 dataset.

CARTESIAN COORDINATES (ANGSTROEM)
N 0.582 -0.882 1.590
C 0.213 -0.535 0.295
C 0.599 -0.611 -0.988
O 0.319 0.859 -1.601
C -0.673 1.361 -0.844
O -1.304 2.377 -0.955
N -0.916 0.360 0.216
H 0.254 -0.153 2.222
H 1.552 -1.113 1.795
H 0.975 -1.340 -1.691
H -1.697 -0.265 -0.031

Summary:
Frontier orbital gap = 8.939 eV
Multiplicity = 1
Electronic energy = -10248.4877 eV
HOMO level = -8.577 eV
Structure (SMILES) = Nc1coc(=O)[nH]1
Total charge = 0

---

[9]
The following is a quantum chemistry calculation of a structure of composition C4H13NOS at a distorted geometry, from the OMol25 dataset.

CARTESIAN COORDINATES (ANGSTROEM)
C -1.728 -0.676 -1.187
C -0.247 -0.510 -0.894
C 0.104 0.979 -0.624
C 0.067 1.243 0.883
S -1.491 0.776 1.595
N 0.617 -0.979 -2.001
H -2.324 -0.209 -0.378
H -2.006 -1.741 -1.250
H -1.973 -0.172 -2.171
H -0.355 0.566 4.568
H 1.129 1.141 -0.981
H -0.591 1.669 -1.179
H 0.906 0.732 1.325
H 0.288 2.350 1.063
H -0.075 0.379 5.318
H 0.058 -1.040 0.032
H 0.345 -2.010 -2.226
H 3.311 -0.975 -0.122
H 1.566 -0.941 -1.564
O 2.398 -0.583 -0.210

Summary:
Frontier orbital gap = 3.859 eV
Multiplicity = 1
Electronic energy = -18724.4563 eV
HOMO level = -8.362 eV
Total charge = 0

---

[10]
The following is a quantum chemistry calculation of a structure of composition C22H44PTi at a distorted geometry, from the OMol25 dataset.

CARTESIAN COORDINATES (ANGSTROEM)
C 1.059 1.935 -0.825
H 1.326 2.271 0.181
H 1.984 1.809 -1.408
H 0.808 0.218 0.607
C 0.073 2.881 -1.477
H -0.597 2.358 -2.184
H -0.584 3.289 -0.693
C 0.707 4.068 -2.222
H -0.074 4.739 -2.597
H 1.361 4.636 -1.554
H 1.293 3.738 -3.088
C -0.534 -2.062 -1.833
C -0.930 -1.056 -2.806
C 0.274 -0.402 -3.290
C 1.410 -0.990 -2.613
C 0.918 -2.018 -1.704
C 1.751 -2.929 -0.871
C 2.844 -0.669 -2.871
C 0.341 0.655 -4.339
C -2.324 -0.775 -3.248
C -1.446 -2.999 -1.123
Ti 0.100 -0.162 -1.183
H 3.478 -0.970 -2.031
H 3.216 -1.186 -3.768
H 2.987 0.405 -3.040
H 2.774 -2.557 -0.783
H 1.343 -3.046 0.137
H 1.801 -3.932 -1.316
H -2.421 -2.536 -0.923
H -1.630 -3.908 -1.720
H -1.034 -3.317 -0.156
H -2.392 0.202 -3.743
H -2.682 -1.535 -3.960
H -3.023 -0.768 -2.401
H 1.126 1.390 -4.115
H 0.566 0.232 -5.331
H -0.611 1.192 -4.422
C 1.478 -1.963 2.895
C 0.046 -1.627 2.473
C -0.923 -1.853 3.642
P -0.166 0.006 1.705
C -1.927 0.149 1.258
C -2.802 0.600 2.435
C -2.216 1.017 0.036
C 0.519 1.358 2.722
C 0.025 1.389 4.166
C 2.053 1.375 2.676
H 1.805 -1.361 3.754
H 2.202 -1.851 2.081
H 1.492 -3.012 3.216
H -0.238 -2.316 1.655
H -0.851 -1.065 4.401
H -1.964 -1.923 3.306
H -0.669 -2.801 4.132
H -2.215 -0.888 1.005
H -2.584 1.630 2.731
H -3.854 0.565 2.125
H -2.722 -0.045 3.316
H -1.663 0.728 -0.912
H -3.278 0.900 -0.225
H -2.044 2.078 0.250
H 0.143 2.253 2.203
H 0.426 0.546 4.749
H 0.400 2.314 4.628
H -1.068 1.402 4.245
H 2.450 1.426 1.657
H 2.395 2.270 3.213
H 2.491 0.499 3.171

Summary:
Frontier orbital gap (alpha / beta) = 7.150 / 7.275 eV
Multiplicity = 2
Electronic energy = -55915.0961 eV
HOMO level (alpha / beta) = -14.206 / -14.344 eV
Total charge = +2

---

[11]
The following is a quantum chemistry calculation of a structure of composition C9H7NO4STl at a distorted geometry, from the OMol25 dataset.

CARTESIAN COORDINATES (ANGSTROEM)
Tl 0.066 -0.052 0.528
O 3.955 -0.412 -0.823
C 2.840 -0.289 -0.614
C -2.832 0.304 0.358
O -3.764 0.369 1.011
C -0.352 -2.790 -0.395
O -0.498 -3.916 -0.418
C 0.365 2.805 0.278
O 0.497 3.903 0.563
H -0.228 0.384 -2.718
H -0.973 0.459 -2.556
S -0.443 -0.021 3.304
C 1.023 -0.891 3.449
N 1.007 -2.264 3.701
C 2.100 -2.948 4.202
C 3.312 -2.270 4.279
C 3.438 -0.945 3.804
C 2.297 -0.288 3.353
H 0.107 -2.741 3.648
H 1.929 -3.983 4.549
H 4.161 -2.773 4.733
H 4.423 -0.450 3.792
H 2.377 0.696 2.887

Summary:
Frontier orbital gap (alpha / beta) = 5.699 / 5.714 eV
Multiplicity = 1
Electronic energy = -34619.3090 eV
HOMO level (alpha / beta) = -21.700 / -21.542 eV
Total charge = +3

---

[12]
The following is a quantum chemistry calculation of a structure of composition C3H4N4O at a distorted geometry, from the OMol25 dataset.

CARTESIAN COORDINATES (ANGSTROEM)
C 0.228 0.658 -0.273
C -0.080 -0.727 -0.185
C -1.485 -1.130 -0.029
H -0.156 2.350 1.065
H -1.552 1.393 0.002
H 3.079 -0.627 -0.156
H -1.791 -2.266 0.828
N -0.561 1.879 -0.147
N 1.631 0.740 -0.318
N 1.984 -0.544 -0.139
N 1.088 -1.404 -0.205
O -2.386 -0.323 -0.442

Summary:
Frontier orbital gap = 9.393 eV
Multiplicity = 1
Electronic energy = -11178.9562 eV
HOMO level = -9.605 eV
Total charge = 0